# 1
Entry from OMol25: a cluster of 2 separate species, C12H17N in total at a distorted geometry (ωB97M-V/def2-TZVPD).

```
30
Properties=species:S:1:pos:R:3:forces:R:3:mulliken_charge:R:1
C 3.16775 0.36765 -0.89198 0.33 -3.43 -1.74 -1.267
C 2.14881 -0.46244 -0.16507 1.39 -0.40 3.43 0.761
C 2.08528 -0.63118 1.25549 -1.75 0.70 -2.12 -0.689
N 0.81507 -1.24535 1.55630 -0.21 -2.11 -0.08 -0.249
C 0.22744 -1.61280 0.27647 1.58 -2.69 1.71 0.034
C -0.74508 -2.65335 0.06238 -1.05 0.68 1.49 -0.395
C -0.96385 -3.08572 -1.24460 2.52 2.61 1.75 -0.628
C -0.15180 -2.47017 -2.27246 -1.44 -1.95 -2.74 -0.351
C 0.85213 -1.55523 -2.10623 -0.19 -0.03 2.47 -0.712
C 1.16423 -1.30417 -0.71810 -1.95 1.80 -1.64 0.679
H 4.14380 0.21433 -0.45084 0.33 -0.01 -0.05 0.342
H 2.96210 1.36850 -0.88100 -0.71 2.67 0.08 0.327
H 3.20996 0.04243 -2.00131 0.10 0.50 1.74 0.300
H 2.65258 -0.05975 2.01219 -0.43 -0.71 -0.42 0.347
H 0.66613 -2.05337 2.30054 0.75 2.67 -1.87 0.296
H -1.41433 -3.02643 0.97679 1.57 0.77 -2.18 0.193
H -1.73120 -3.78520 -1.31402 -0.95 -1.16 -1.12 0.459
H -0.36435 -2.86452 -3.33221 0.22 0.91 1.57 0.236
H 1.37259 -0.95302 -2.84853 -0.15 -0.79 -0.27 0.324
C -1.26846 2.61632 -0.25121 0.46 2.16 -2.28 -0.795
C -1.89242 2.96917 1.04787 1.63 -2.87 3.82 -0.285
C -2.33506 1.63132 1.84909 -2.38 0.81 -0.24 -1.006
H -1.91380 1.93182 -0.84806 0.81 0.02 0.52 0.301
H -1.35062 3.62411 -0.87194 0.88 -1.97 0.85 0.283
H -0.17019 2.29453 -0.11999 -1.86 0.27 -0.56 0.092
H -2.74023 3.61250 1.02109 -0.41 0.62 -0.24 0.387
H -1.06862 3.34975 1.76334 -1.46 0.24 -1.23 0.183
H -3.23802 1.87395 2.58604 1.81 -0.77 -1.69 0.245
H -1.59629 1.12778 2.40738 1.49 0.35 1.21 0.318
H -2.52353 0.73853 1.20258 -0.91 1.07 -0.17 0.268
```
Forces are in eV/Å.

Summary:
Total charge: 0
LUMO level (eV): 0.910
Frontier orbital gap (eV): 8.83
SMILES string: Cc1c[nH]c2ccccc12.CCC
2S+1: 1

# 2
Entry from OMol25: a cluster of 5 separate species, H9O4S in total at a distorted geometry (ωB97M-V/def2-TZVPD).

```
14
Properties=species:S:1:pos:R:3:forces:R:3:mulliken_charge:R:1
S -0.78845 1.80767 1.08152 0.06 0.10 0.25 -0.877
H -2.01471 1.30364 1.31424 0.15 -0.03 -0.11 0.028
H 1.61528 0.39724 1.38346 -0.16 0.42 -0.13 0.287
H 0.84037 0.46730 2.66720 0.01 0.01 -0.51 0.322
O 1.59725 0.01249 2.25847 0.24 -0.48 0.67 -0.649
H -0.93465 1.79894 -1.12266 -0.65 0.24 -0.47 0.251
H -0.75393 0.55732 -1.79215 -0.60 -0.06 -0.39 0.260
O -1.15894 1.40732 -2.01824 0.78 -0.10 0.79 -0.624
H 0.64398 -0.44414 -1.92104 0.05 0.09 0.93 0.305
H 1.09986 -0.34574 -0.36372 -0.83 0.27 -0.73 0.246
O 1.32779 -0.61115 -1.26188 1.75 -0.06 -0.65 -0.596
H -0.61703 -2.79243 -0.43494 0.00 -0.26 -0.18 0.281
H -0.17725 -1.71175 0.51150 -0.15 0.29 0.03 0.337
O -0.67957 -1.84670 -0.30174 -0.66 -0.42 0.49 -0.570
```
Forces are in eV/Å.

Summary:
Total charge: -1
LUMO level (eV): 3.483
Frontier orbital gap (eV): 7.15
2S+1: 1

# 3
Entry from OMol25: a cluster of 3 separate species, H6O3 in total at a distorted geometry (ωB97M-V/def2-TZVPD).

```
9
Properties=species:S:1:pos:R:3:forces:R:3:mulliken_charge:R:1
O 1.58466 0.17219 -0.40884 2.62 -2.08 -0.28 -0.754
H 2.38954 -0.48575 -0.60582 -3.18 2.15 0.56 0.313
H 0.71381 -0.16275 -0.78502 1.15 0.03 0.04 0.443
O -0.70425 0.77192 1.17225 1.96 -1.83 5.91 -0.761
H 0.34713 0.47462 1.19041 -3.59 1.09 -0.33 0.398
H -1.03003 0.57316 2.27822 1.60 0.96 -5.23 0.349
O -0.79632 -0.23278 -1.15749 -1.66 -2.19 -1.11 -0.698
H -1.21672 -1.11904 -1.31585 0.87 1.05 -0.32 0.335
H -1.28782 0.00843 -0.36787 0.23 0.82 0.77 0.374
```
Forces are in eV/Å.

Summary:
Total charge: 0
LUMO level (eV): 0.583
Frontier orbital gap (eV): 11.37
SMILES string: O.O.O
2S+1: 1

# 4
Entry from OMol25: an isolated molecule of C7H7F3N2O at a distorted geometry (ωB97M-V/def2-TZVPD).

```
20
Properties=species:S:1:pos:R:3:forces:R:3:mulliken_charge:R:1
N 0.12259 -0.06109 2.63935 -0.62 0.52 -0.82 -0.328
C 0.64006 -0.82264 1.64269 -0.64 1.65 0.07 0.055
O 1.53740 -1.57311 1.81393 1.71 -2.14 0.30 -0.577
C 0.10694 -0.56021 0.21316 0.25 -1.43 0.65 1.805
C -0.29785 -1.94169 -0.36334 1.16 2.20 1.37 -0.250
F -0.92012 -1.75445 -1.50523 -0.65 -0.16 -1.60 -0.293
F -1.07416 -2.58587 0.46762 -1.56 -1.12 1.17 -0.285
N -1.06493 0.17191 0.34638 -1.85 2.38 0.19 -0.951
C -1.29032 1.20076 -0.35055 -0.78 -0.02 -0.99 -0.179
C -0.51021 1.64070 -1.52051 1.08 1.22 -2.32 -0.624
C 0.85395 0.98207 -1.55458 -2.83 -2.49 3.03 -0.829
C 1.15566 0.00014 -0.67858 0.19 2.84 -0.70 0.202
F 2.44659 -0.27690 -0.38555 -0.52 -0.52 -0.58 -0.281
H -0.61685 0.58547 2.48061 -0.46 0.05 -0.45 0.179
H 0.29266 -0.23677 3.59116 0.73 -0.58 0.90 0.231
H 0.62556 -2.40950 -0.40697 1.65 -1.82 -0.95 0.531
H -2.16250 1.84107 -0.20222 -0.22 -0.50 0.56 0.368
H -0.30807 2.75011 -1.48771 -0.14 -0.78 0.50 0.313
H -1.05337 1.67203 -2.56113 0.50 -0.84 1.96 0.304
H 1.51696 1.37796 -2.17853 3.02 1.53 -2.28 0.610
```
Forces are in eV/Å.

Summary:
Total charge: 0
LUMO level (eV): 0.654
Frontier orbital gap (eV): 9.92
SMILES string: NC(=O)[C@@]1(C(F)F)N=CCC=C1F
2S+1: 1

# 5
Entry from OMol25: a structure of composition C8H22CrN2O10S2 at a distorted geometry (ωB97M-V/def2-TZVPD).

```
45
Properties=species:S:1:pos:R:3:forces:R:3:mulliken_charge:R:1
Cr -0.37220 1.30580 0.48397 -1.12 0.27 -0.82 0.185
S -3.45789 0.65849 1.42604 -2.17 1.89 1.30 1.323
O -3.68490 -0.07602 0.16285 -0.20 -0.22 -1.08 -0.929
O -3.46139 -0.31729 2.51491 0.25 -0.51 0.77 -0.821
O -2.12093 1.32718 1.39515 1.01 -0.07 -0.06 -0.378
O -4.45268 1.74614 1.62711 0.65 -1.42 -0.36 -0.771
S -0.00985 4.02990 0.63077 -0.68 1.22 1.74 1.308
O -0.68340 3.14684 -0.35257 -0.76 0.85 -2.33 -0.584
O 0.45553 2.97929 1.59130 1.34 -0.64 1.42 -0.729
O 1.13066 4.74602 0.06338 0.58 0.01 -0.62 -0.788
O -0.92795 4.94395 1.32117 0.29 -0.23 -0.69 -0.746
C 3.80472 -0.16611 0.06043 0.47 -0.17 0.70 -1.867
C 2.28974 -0.10300 0.35687 1.06 -0.05 -1.37 1.009
C 1.94408 -0.08695 1.83250 0.00 -0.24 -0.30 -1.051
O 0.54866 0.07387 1.94853 0.83 -1.86 0.82 0.413
C 0.07894 -0.09172 3.29910 0.52 1.03 -0.51 -0.793
N 1.71674 1.12261 -0.23676 0.83 0.28 0.51 -0.239
H 4.34711 0.54592 0.68968 0.02 0.24 -0.26 0.388
H 4.03150 0.00501 -0.99338 -0.28 0.40 0.00 0.414
H 4.29793 -1.12776 0.24282 -0.46 -0.19 0.33 0.416
H 1.91388 -0.98289 -0.17086 -0.72 0.05 0.37 -0.038
H 2.46893 0.73944 2.32923 -0.03 0.12 0.02 0.456
H 2.28583 -1.02838 2.27925 -0.12 -0.07 0.15 0.378
H -1.01010 -0.07102 3.23563 0.03 0.04 0.21 0.155
H 0.51125 0.78714 3.79672 -0.54 -0.19 0.54 0.265
H 0.48015 -1.00771 3.74642 -0.13 -0.10 -0.15 0.239
H 2.08604 1.31215 -1.16563 -0.45 -0.49 -0.25 0.267
H 2.18543 1.87663 0.27958 -0.79 0.38 0.19 0.331
C -1.32864 0.35564 -2.85982 -0.70 0.56 -0.44 -1.642
C -1.27889 -0.87868 -1.96799 -0.16 0.54 0.10 0.518
C -0.08471 -1.78017 -2.28098 0.61 1.54 0.32 -0.680
O 0.05484 -2.82520 -1.33894 -0.11 -0.46 -0.55 -0.274
C -0.81763 -3.91182 -1.56653 0.49 -0.66 1.02 -0.766
N -1.21447 -0.43839 -0.56161 0.92 -1.45 -0.47 -0.034
H -1.86459 0.20748 -3.80451 0.53 -0.50 -0.26 0.395
H -0.35885 0.82968 -3.02522 0.11 -0.20 -0.05 0.267
H -1.95707 1.14903 -2.44464 0.19 -0.21 0.68 0.362
H -2.22556 -1.41830 -2.08786 0.03 -0.17 -0.22 0.273
H 0.80631 -1.15454 -2.13978 -0.03 0.06 0.33 0.044
H 0.03336 -2.01685 -3.34575 -0.62 -0.83 0.02 0.441
H -1.86116 -3.62029 -1.68250 0.06 0.07 -0.59 0.304
H -0.81346 -4.54409 -0.67193 0.09 0.32 0.23 0.258
H -0.38918 -4.58914 -2.31224 -0.48 0.29 -0.64 0.301
H -2.21008 -0.40040 -0.26651 -0.48 0.63 0.19 0.272
H -0.88605 -1.25149 -0.03734 0.13 0.11 0.08 0.148
```
Forces are in eV/Å.

Summary:
Total charge: -2
LUMO level (spin up / spin down) (eV): 4.154 / 4.135
Frontier orbital gap (spin up / spin down) (eV): 3.66 / 5.74
Expectation value of S²: 6.0072
2S+1: 5

# 6
Entry from OMol25: a structure of composition C19H33F6N3O4S4Si3V (ωB97M-V/def2-TZVPD).

```
73
Properties=species:S:1:pos:R:3:forces:R:3:mulliken_charge:R:1
V -0.08446 -0.38191 -0.05196 0.23 0.53 0.02 0.203
C -1.21112 1.83081 4.10644 0.03 -0.02 0.02 -1.413
Si -0.78391 0.59523 2.76381 -0.01 -0.13 0.01 0.959
C 0.97188 -0.00919 3.12008 0.03 0.06 0.01 -1.014
C -1.97976 -0.84014 3.03734 -0.04 0.03 0.05 -1.504
C -0.82713 1.26092 0.95602 0.02 -0.25 -0.02 1.864
Si -2.54014 2.02354 0.57439 -0.01 0.00 0.01 0.151
C -2.78936 2.64618 -1.19286 -0.07 -0.04 0.00 -1.310
C -2.81524 3.55111 1.63163 0.01 0.04 -0.03 -1.123
C -3.92671 0.81003 0.91760 -0.02 0.04 0.02 -1.065
Si 0.52070 2.54488 0.72863 0.07 0.08 0.03 -0.659
C 0.32313 3.68057 -0.74725 0.03 -0.03 0.01 -1.110
C 0.98729 3.62800 2.18089 0.01 0.01 -0.03 -1.222
C 2.08369 1.54390 0.26182 -0.04 -0.01 0.02 0.371
C 3.38347 2.02718 0.32738 0.07 0.00 -0.02 -0.765
C 4.43567 1.27879 -0.17759 -0.02 0.03 0.03 -0.628
C 4.17152 0.05734 -0.78095 -0.03 0.03 -0.03 -1.111
C 2.86605 -0.37930 -0.82952 -0.02 0.03 0.12 -0.858
N 1.85862 0.32801 -0.29163 -0.22 -0.23 -0.05 1.151
H -0.86912 1.37965 5.04420 -0.01 0.02 0.00 0.398
H -2.29062 1.95796 4.19387 0.01 0.00 -0.01 0.383
H -0.74991 2.81211 4.02163 -0.02 -0.02 -0.01 0.379
H 0.94602 -0.61622 4.02905 0.00 0.01 -0.01 0.540
H 1.64700 0.82897 3.31096 0.01 -0.02 -0.02 0.309
H 1.43866 -0.62737 2.34837 -0.03 -0.03 0.00 0.086
H -1.45092 -1.69024 3.47212 0.00 0.01 -0.01 0.461
H -2.49059 -1.18921 2.14142 0.04 0.00 0.01 0.192
H -2.75007 -0.53427 3.74915 0.01 0.00 -0.01 0.428
H -3.07121 3.70118 -1.14289 -0.02 -0.02 0.01 0.427
H -3.62574 2.11308 -1.65259 0.04 0.00 -0.01 0.425
H -1.94447 2.57830 -1.86999 0.06 -0.02 0.00 0.329
H -2.07036 4.32615 1.42701 -0.01 -0.02 0.00 0.285
H -2.83145 3.37414 2.70438 0.01 -0.01 -0.01 0.279
H -3.78666 3.96783 1.34818 0.02 0.00 0.02 0.421
H -3.82306 -0.12296 0.35703 0.02 0.01 0.00 0.154
H -4.86174 1.27832 0.59687 0.01 -0.02 0.00 0.427
H -4.03081 0.56118 1.97443 0.00 0.01 -0.04 0.357
H -0.53584 4.34752 -0.65902 0.00 -0.02 0.01 0.373
H 0.23273 3.12812 -1.68398 -0.01 0.00 0.00 0.281
H 1.21975 4.30374 -0.81229 -0.02 0.00 -0.01 0.413
H 0.16254 4.28803 2.45765 0.01 -0.03 0.00 0.352
H 1.81517 4.27213 1.86996 -0.01 -0.01 0.02 0.437
H 1.30137 3.08173 3.06960 -0.01 0.01 -0.02 0.373
H 3.56889 2.99463 0.77521 -0.01 -0.01 0.00 0.460
H 5.45038 1.64972 -0.11366 0.00 -0.01 0.00 0.464
H 4.95706 -0.55051 -1.20654 0.00 0.01 -0.01 0.552
H 2.59727 -1.30621 -1.31145 0.06 0.01 0.00 0.725
F -2.56823 -2.46938 -0.46727 0.02 -0.04 0.02 -0.182
C -1.93451 -3.63360 -0.29457 0.03 0.04 -0.19 0.517
F -1.89245 -4.26580 -1.46581 0.00 -0.01 0.07 -0.225
F -2.57284 -4.36144 0.59065 0.01 0.02 0.05 -0.210
S -0.19244 -3.31151 0.27942 -0.07 -0.08 0.48 0.877
O -0.32288 -2.05558 1.06059 -0.33 0.20 -0.19 -0.515
O 0.22376 -4.46320 0.99241 0.01 -0.03 -0.04 -0.574
N 0.60653 -2.85135 -0.98050 0.35 -0.05 -0.23 -0.471
S 1.70621 -3.87409 -1.62287 -0.18 0.00 0.04 1.120
O 2.33426 -3.14869 -2.68574 0.00 0.05 -0.08 -0.584
O 1.17058 -5.17472 -1.83307 0.00 -0.03 -0.10 -0.750
C 3.02920 -4.03840 -0.29229 0.01 0.06 -0.01 0.618
F 4.20846 -3.80842 -0.85674 -0.01 -0.03 0.02 -0.218
F 2.83504 -3.12893 0.66897 0.04 0.00 -0.01 -0.143
F 3.00712 -5.24245 0.22802 0.01 -0.02 0.00 -0.219
S -1.09815 0.04391 -2.16363 -0.06 -0.06 0.14 -0.529
C -0.27255 -0.92271 -3.32600 -0.05 -0.02 -0.05 0.270
N -0.77590 -2.01685 -3.83391 0.06 0.00 0.01 -0.047
C 0.04120 -2.75826 -4.80061 -0.01 -0.04 0.02 -0.597
C 1.15712 -1.80534 -5.24570 -0.01 0.01 0.00 -0.533
S 1.21175 -0.45305 -4.02169 0.04 0.02 -0.01 0.016
H -1.64173 -2.38893 -3.46640 0.01 -0.01 -0.01 0.290
H -0.57645 -3.06793 -5.64043 -0.03 0.02 -0.01 0.445
H 0.44584 -3.64370 -4.31296 -0.01 0.00 -0.01 0.199
H 0.95178 -1.35785 -6.21513 0.01 -0.02 -0.01 0.471
H 2.12081 -2.30520 -5.26770 0.01 0.00 0.03 0.346
```
Forces are in eV/Å.

Summary:
Total charge: +1
LUMO level (spin up / spin down) (eV): -3.896 / -3.492
Frontier orbital gap (spin up / spin down) (eV): 8.19 / 8.56
Expectation value of S²: 2.0324
2S+1: 3

ΔE to the lowest compared entry with this formula, charge and spin / kJ/mol: 296.3; 146.6; 149.5; 10.4; 18.7; 0.0
DFT total energy / eV: -14207.2665; -19172.5908; -6238.7036; -20551.2771; -82202.1729; -141863.3570